1.
# C2H5NO2

C2H5NO2 in the gas phase (the ωB97M-V functional and the def2-TZVPD basis, the Open Molecules 2025 dataset).

Geometry as XYZ:
```
10
Properties=species:S:1:pos:R:3:lowdin_charge:R:1
C -0.7212 -0.7869 0.1800 -0.190
C 0.6238 -0.1330 -0.0971 -0.431
H -2.4471 0.2418 0.6676 0.142
H -2.4041 -0.2281 -0.7468 0.071
H -1.0217 -1.7137 -0.5828 0.170
H -0.8657 -1.2866 1.2480 0.160
H -0.3745 1.4410 0.0345 0.114
N -1.7121 0.2625 -0.1743 -0.067
O 0.6791 1.2878 0.0900 -0.004
O 1.7811 -0.6344 -0.0772 0.034
```

Values from the calculation:
Energy relative to the best compared isomer or geometry (same formula, charge and spin) = 2.239 eV
Structure (SMILES) = NCC(=O)O
Orbital gap = 10.38 eV
Multiplicity = 1

2.
# C3H5N3

C3H5N3 in the gas phase (the ωB97M-V functional and the def2-TZVPD basis, the Open Molecules 2025 dataset).

Geometry as XYZ:
```
11
Properties=species:S:1:pos:R:3:lowdin_charge:R:1
C 1.6596 -0.3772 0.1350 -0.138
N 0.3624 -0.9058 -0.2238 0.020
C -0.6760 -0.1794 -0.1356 -0.462
N -0.8369 1.1084 0.3146 0.143
C -1.9222 -0.8186 -0.5580 -0.145
N -2.8885 -1.3441 -0.9144 0.157
H 2.4024 -1.1587 -0.0443 0.070
H 1.9392 0.4942 -0.4764 0.080
H 1.7247 -0.0900 1.1947 0.081
H -0.0360 1.6870 0.5087 0.092
H -1.7157 1.5798 0.1669 0.102
```

Values from the calculation:
Energy relative to the best compared isomer or geometry (same formula, charge and spin) = 0.918 eV
Structure (SMILES) = C/N=C(\N)C#N
Orbital gap = 10.52 eV
Multiplicity = 1

3.
# C12H19AgClN3O4PS3

A molecular structure, C12H19AgClN3O4PS3 (the ωB97M-V functional and the def2-TZVPD basis, the Open Molecules 2025 dataset).

Geometry as XYZ:
```
44
Properties=species:S:1:pos:R:3:mulliken_spin:R:1
C 2.3126 -3.1272 0.2344 0.049
P 2.3213 -1.4951 1.1217 0.653
O 1.5925 -1.7489 2.6202 0.041
C 1.3072 -0.1622 0.1707 0.051
C 0.8024 0.8400 1.2984 0.028
C 0.8044 2.3688 0.8938 0.008
C -0.3069 2.8015 -0.1440 0.001
S -1.9851 3.1715 0.5628 0.000
C -2.7805 1.7071 1.3137 0.000
S -2.6581 1.5200 2.9837 0.000
N -3.5325 0.7409 0.6079 0.000
C -3.4386 0.2463 -0.6996 0.000
C -4.4986 -0.7659 -0.7570 0.001
N -5.2266 -0.8562 0.4462 0.000
C -4.6111 0.0752 1.2167 0.000
C 0.0072 -0.7933 -0.4835 -0.023
Cl -0.8638 -1.9718 0.6244 0.003
C 0.2269 -1.5361 -1.8538 0.004
S 1.4858 -0.7206 -2.8926 0.001
O 1.8737 -1.5314 -4.0184 0.000
O 0.8694 0.5090 -3.3894 0.000
O 2.7697 -0.4189 -1.8777 0.003
C 2.3227 0.4745 -0.8461 0.037
N 3.5362 0.8391 -0.0745 0.084
H 2.5753 -3.0480 -0.8524 -0.004
H 1.3547 -3.6996 0.3147 0.026
H 3.1081 -3.7710 0.6965 0.008
H 0.9982 -2.5229 2.5794 0.012
H -0.2096 0.4568 1.7072 0.002
H 1.5702 0.7317 2.1691 -0.012
H 0.6176 2.9555 1.8405 0.000
H 1.7876 2.7393 0.5152 0.001
H -0.3622 2.0936 -1.0158 0.000
H 0.0428 3.7719 -0.5925 0.000
H -2.6914 0.5569 -1.4511 0.000
H -4.7472 -1.4221 -1.6132 0.000
H -5.0019 0.1918 2.2487 0.000
H -0.7239 0.0282 -0.6650 0.016
H 0.4139 -2.6334 -1.7415 -0.001
H -0.7368 -1.4504 -2.4249 0.001
H 1.9720 1.4136 -1.3371 0.012
H 3.6588 1.8514 -0.0518 0.003
H 4.3684 0.4818 -0.5594 -0.003
Ag -0.3248 1.1086 3.1755 0.000
```

Values from the calculation:
Net charge = +2
Orbital gap (alpha / beta) = 6.39 / 4.44 eV
Multiplicity = 2

4.
# C48H112N4O10

10 unconnected molecules or ions with the total composition C48H112N4O10 (the ωB97M-V functional and the def2-TZVPD basis, the Open Molecules 2025 dataset).

Geometry as XYZ:
```
174
Properties=species:S:1:pos:R:3:lowdin_charge:R:1
C -6.7350 -1.5359 -1.8232 -0.017
C -5.4057 -2.3789 -1.6627 -0.456
C -4.8393 -2.5330 -3.0864 -0.158
C -4.1230 -1.3224 -3.5870 -0.177
C -2.9490 -1.0049 -2.6308 -0.133
C -3.4474 -0.6974 -1.1995 -0.459
N -4.4140 -1.7770 -0.7285 -0.099
O -4.8866 -1.4896 0.5179 0.002
C -2.1189 -0.6519 -0.4124 -0.030
C -3.9359 0.7275 -1.3045 -0.051
C -5.7847 -3.7909 -1.0520 -0.019
H -7.2924 -1.6289 -0.8911 0.078
H -7.2907 -1.8651 -2.7012 0.083
H -6.3815 -0.5216 -2.0085 0.056
H -4.1073 -3.3253 -2.9297 0.104
H -5.6240 -2.8925 -3.7521 0.124
H -4.8585 -0.5383 -3.7670 0.110
H -3.6370 -1.5435 -4.5372 0.113
H -2.4957 -0.0892 -3.0103 0.115
H -2.2470 -1.8342 -2.7174 0.099
H -1.5585 -1.5824 -0.5019 0.064
H -1.4723 0.1634 -0.7369 0.063
H -2.3417 -0.4537 0.6360 0.083
H -3.2454 1.4883 -1.6685 0.091
H -4.8989 0.8972 -1.7861 0.074
H -4.1699 0.9999 -0.2754 0.075
H -6.5931 -4.3414 -1.5331 0.086
H -6.0952 -3.5975 -0.0252 0.071
H -4.9456 -4.4646 -0.8787 0.042
H -5.4153 -0.6965 0.4035 0.089
C 6.5271 0.7658 -5.1424 -0.031
C 5.1556 1.5618 -5.0082 -0.475
C 4.5779 1.8034 -6.4154 -0.138
C 3.0911 2.3130 -6.5395 -0.132
C 2.1819 1.3880 -5.6160 -0.099
C 2.7407 1.0588 -4.1476 -0.506
N 4.1677 0.7185 -4.2541 -0.092
O 4.6684 0.2878 -2.9877 -0.021
C 2.3900 2.1498 -3.1965 -0.048
C 1.9790 -0.2231 -3.6788 -0.043
C 5.5247 2.9213 -4.4155 -0.048
H 6.3872 -0.1653 -5.6914 0.076
H 6.8996 0.5371 -4.1438 0.072
H 7.3445 1.3565 -5.5560 0.075
H 5.1549 2.6246 -6.8406 0.109
H 4.8140 0.9246 -7.0154 0.110
H 2.7188 2.1420 -7.5496 0.099
H 2.9553 3.3432 -6.2101 0.094
H 1.9100 0.4964 -6.1810 0.109
H 1.2960 1.9546 -5.3293 0.099
H 1.3042 2.2191 -3.1318 0.077
H 2.6621 2.2255 -2.1438 0.088
H 2.7743 3.0062 -3.7506 0.077
H 0.9202 -0.1274 -3.9193 0.074
H 2.3101 -1.0592 -4.2947 0.081
H 2.0308 -0.4342 -2.6107 0.069
H 4.9525 3.7466 -4.8392 0.071
H 6.5315 3.2355 -4.6909 0.077
H 5.4409 2.9481 -3.3291 0.086
H 4.6280 -0.6705 -3.0285 0.097
C 0.0606 6.6566 -0.6550 -0.069
C 0.5379 5.5917 0.1850 -0.498
C 0.6527 6.1697 1.6355 -0.105
C -0.7226 6.4264 2.3625 -0.130
C -1.6327 5.1602 2.2664 -0.124
C -1.7690 4.4941 0.8771 -0.486
N -0.4557 4.4414 0.3021 -0.113
O -0.2986 3.5981 -0.8206 -0.027
C -2.1969 3.0957 1.1844 -0.038
C -2.7531 5.3561 -0.0705 0.010
C 1.9328 5.1653 -0.3397 -0.012
H 0.9275 7.1975 -1.0344 0.097
H -0.4838 7.4642 -0.1656 0.086
H -0.5492 6.2668 -1.4700 0.090
H 1.3185 5.4850 2.1609 0.098
H 1.1946 7.1129 1.5670 0.115
H -1.2812 7.1725 1.7973 0.085
H -0.6409 6.7313 3.4057 0.109
H -2.6026 5.4779 2.6492 0.125
H -1.1990 4.4428 2.9630 0.094
H -1.8203 2.6195 2.0897 0.077
H -3.2539 3.0823 1.4503 0.095
H -2.1422 2.3788 0.3651 0.064
H -2.5579 6.4026 0.1640 0.062
H -2.6188 5.0649 -1.1122 0.072
H -3.7980 5.2597 0.2243 0.075
H 2.2416 4.2104 0.0856 0.072
H 2.6085 5.8973 0.1028 0.088
H 2.1776 5.1814 -1.4017 0.086
H -0.5444 4.1202 -1.5878 0.084
C -2.2532 -8.1098 -0.8513 -0.041
C -1.9730 -6.6481 -1.2092 -0.519
C -2.1491 -5.7984 0.0404 -0.103
C -1.6114 -4.3098 -0.0894 -0.144
C -0.1191 -4.3542 -0.4670 -0.146
C 0.0912 -5.2055 -1.7259 -0.486
N -0.6465 -6.5077 -1.6670 -0.140
O -0.4042 -7.2910 -2.7766 0.007
C -0.3215 -4.3446 -2.8775 -0.037
C 1.6001 -5.5442 -1.7502 -0.031
C -3.0352 -6.2940 -2.3449 0.002
H -3.1525 -8.0771 -0.2362 0.087
H -1.4480 -8.6120 -0.3150 0.086
H -2.4922 -8.7124 -1.7275 0.074
H -3.2042 -5.6569 0.2745 0.105
H -1.7227 -6.3011 0.9085 0.119
H -1.7824 -3.9126 0.9112 0.102
H -2.1183 -3.6041 -0.7476 0.077
H 0.4718 -4.8389 0.3101 0.095
H 0.1960 -3.3122 -0.5215 0.111
H 0.4760 -3.6205 -3.0439 0.088
H -0.4833 -4.9502 -3.7692 0.086
H -1.2672 -3.8098 -2.7897 0.057
H 2.2222 -4.6686 -1.5648 0.080
H 1.8669 -6.0987 -0.8505 0.079
H 1.9327 -6.0807 -2.6388 0.082
H -2.5828 -5.6862 -3.1284 0.063
H -3.9136 -5.7780 -1.9572 0.047
H -3.4763 -7.1296 -2.8883 0.073
H 0.0997 -7.9974 -2.3659 0.111
C 3.9396 2.4242 4.0201 -0.072
C 3.8212 3.1811 2.6859 -0.335
O 3.7733 2.2580 1.6536 -0.076
H 4.9567 2.0442 4.1160 0.082
H 3.2678 1.5678 4.0783 0.056
H 3.7725 3.1149 4.8466 0.070
H 4.6599 3.8587 2.5260 0.113
H 2.9679 3.8554 2.6129 0.081
H 2.8849 1.9044 1.7396 0.030
C 0.8835 0.4161 0.2243 -0.059
C 0.5226 0.7518 1.6932 -0.267
O 0.8403 2.1065 2.0391 -0.095
H 0.3893 1.0374 -0.5226 0.063
H 0.8777 -0.6583 0.0405 0.074
H 1.9555 0.6078 0.2712 0.071
H 0.9567 0.0684 2.4229 0.116
H -0.5342 0.4974 1.7748 0.084
H 0.5810 2.6213 1.2715 0.067
C 3.0132 0.3591 6.8712 -0.103
C 2.4362 -0.5182 5.8133 -0.317
O 3.6167 -1.0399 5.2015 -0.085
H 3.7076 -0.1304 7.5540 0.080
H 2.2191 0.8827 7.4034 0.068
H 3.7085 1.1377 6.5576 0.066
H 1.8295 0.1364 5.1876 0.078
H 1.9269 -1.3824 6.2399 0.117
H 3.3217 -1.4922 4.4077 0.031
C 0.8046 -3.6302 3.1256 -0.090
C 2.2365 -3.7889 2.8223 -0.283
O 2.8096 -2.4655 2.7346 -0.096
H 0.2317 -2.7469 2.8435 0.061
H 0.6753 -3.6919 4.2061 0.080
H 0.1478 -4.4026 2.7254 0.071
H 2.4076 -4.2716 1.8601 0.100
H 2.8361 -4.3480 3.5407 0.120
H 3.7181 -2.6266 2.4695 0.090
C -1.8498 -1.6810 4.3896 -0.056
C -1.2856 -0.9062 5.6247 -0.354
O -2.0282 0.1994 5.8118 -0.067
H -1.4310 -1.3502 3.4391 0.045
H -2.9092 -1.4317 4.4500 0.074
H -1.7618 -2.7673 4.3720 0.058
H -0.2544 -0.6436 5.3885 0.074
H -1.2484 -1.3867 6.6024 0.118
H -1.6703 0.8247 5.1774 0.049
C -0.2957 3.5979 6.0803 -0.069
C 0.4348 2.4843 5.4753 -0.347
O -0.3265 1.9270 4.4793 -0.083
H 0.2947 4.3785 6.5602 0.080
H -0.9360 3.1989 6.8671 0.083
H -0.9094 4.1035 5.3348 0.072
H 0.7284 1.7032 6.1765 0.092
H 1.3734 2.8929 5.1010 0.109
H 0.0519 1.9814 3.5987 0.034
```

Values from the calculation:
Energy relative to the best compared isomer or geometry (same formula, charge and spin) = 5.253 eV
Structure (SMILES) = CC1(C)CCCC(C)(C)N1O.CC1(C)CCCC(C)(C)N1O.CC1(C)CCCC(C)(C)N1O.CC1(C)CCCC(C)(C)N1O.CCO.CCO.CCO.CCO.CCO.CCO
Orbital gap = 8.47 eV
Multiplicity = 1